(1)
{
  "formula": "C24H66BF4O10V2",
  "method": "wB97M-V/def2-TZVPD",
  "species": ["V", "V", "O", "H", "O", "H", "B", "F", "F", "F", "F", "C", "C", "C", "O", "H", "H", "H", "H", "H", "H", "H", "H", "C", "C", "C", "O", "H", "H", "H", "H", "H", "H", "H", "H", "C", "C", "C", "O", "H", "H", "H", "H", "H", "H", "H", "H", "C", "C", "C", "O", "H", "H", "H", "H", "H", "H", "H", "H", "C", "C", "C", "O", "H", "H", "H", "H", "H", "H", "H", "H", "C", "C", "C", "O", "H", "H", "H", "H", "H", "H", "H", "H", "C", "C", "C", "O", "H", "H", "H", "H", "H", "H", "H", "H", "C", "C", "C", "O", "H", "H", "H", "H", "H", "H", "H", "H"],
  "xyz": [[-13.644, 13.881, 9.860], [-11.549, 15.993, 8.532], [-12.061, 15.170, 10.441], [-11.501, 15.189, 11.242], [-12.888, 14.434, 7.891], [-12.484, 13.600, 7.582], [-15.324, 16.240, 10.002], [-15.024, 16.842, 11.213], [-14.346, 16.389, 9.162], [-15.400, 14.902, 10.168], [-16.520, 16.671, 9.455], [-16.509, 15.031, 15.545], [-16.914, 15.568, 14.184], [-16.934, 17.070, 14.034], [-16.092, 15.006, 13.187], [-16.298, 13.962, 15.519], [-17.314, 15.167, 16.266], [-15.619, 15.491, 15.974], [-17.907, 15.213, 13.906], [-17.651, 17.503, 14.732], [-17.144, 17.474, 13.044], [-15.957, 17.506, 14.244], [-15.876, 15.733, 12.599], [-17.654, 12.650, 11.895], [-17.080, 11.228, 12.040], [-18.142, 10.264, 12.607], [-16.614, 10.814, 10.763], [-16.902, 13.345, 11.522], [-18.085, 13.036, 12.819], [-18.506, 12.486, 11.234], [-16.283, 11.308, 12.780], [-18.866, 9.964, 11.849], [-18.730, 10.806, 13.347], [-17.797, 9.377, 13.138], [-16.507, 9.866, 10.870], [-16.051, 11.428, 7.118], [-16.039, 12.772, 7.813], [-17.481, 13.208, 8.221], [-15.306, 12.595, 9.031], [-16.544, 10.755, 7.820], [-15.069, 11.025, 6.873], [-16.657, 11.321, 6.218], [-15.536, 13.492, 7.167], [-18.189, 13.152, 7.394], [-17.382, 14.266, 8.463], [-17.839, 12.743, 9.139], [-15.860, 12.017, 9.561], [-12.996, 14.135, 13.812], [-13.231, 12.905, 12.958], [-13.817, 11.789, 13.818], [-14.192, 13.208, 11.953], [-12.139, 13.959, 14.461], [-13.898, 14.308, 14.400], [-12.873, 15.033, 13.205], [-12.343, 12.634, 12.388], [-14.004, 10.982, 13.110], [-14.695, 12.123, 14.372], [-13.064, 11.419, 14.514], [-14.927, 13.641, 12.393], [-14.410, 18.771, 7.418], [-12.823, 18.803, 7.271], [-12.247, 20.197, 7.322], [-12.326, 18.095, 8.410], [-14.695, 19.207, 8.375], [-14.885, 17.806, 7.241], [-14.856, 19.421, 6.665], [-12.580, 18.341, 6.314], [-12.468, 20.765, 6.418], [-11.168, 20.188, 7.480], [-12.675, 20.816, 8.110], [-12.671, 18.537, 9.190], [-16.920, 19.648, 10.879], [-17.318, 21.033, 10.488], [-16.156, 22.011, 10.473], [-17.826, 21.023, 9.193], [-16.221, 19.150, 10.206], [-17.812, 19.028, 10.969], [-16.474, 19.602, 11.873], [-18.191, 21.368, 11.047], [-16.533, 23.009, 10.249], [-15.418, 21.718, 9.726], [-15.814, 22.055, 11.507], [-18.294, 20.191, 9.091], [-19.850, 15.835, 11.528], [-19.618, 15.274, 10.075], [-20.924, 14.798, 9.384], [-19.058, 16.292, 9.177], [-20.726, 16.483, 11.577], [-19.009, 16.402, 11.925], [-20.081, 15.033, 12.230], [-18.890, 14.467, 10.156], [-20.715, 14.447, 8.373], [-21.595, 15.649, 9.261], [-21.408, 13.992, 9.936], [-18.121, 16.412, 9.351], [-12.938, 18.792, 13.366], [-13.218, 19.579, 12.087], [-12.124, 20.654, 11.904], [-13.258, 18.649, 10.954], [-13.471, 17.841, 13.342], [-13.186, 19.486, 14.169], [-11.882, 18.525, 13.395], [-14.166, 20.105, 12.203], [-12.150, 21.461, 12.636], [-12.311, 21.081, 10.919], [-11.163, 20.140, 11.936], [-14.024, 18.079, 11.050]],
  "spin_multiplicity": 7,
  "total_charge": 1,
  "gap_ev": [7.650, 7.740]
}

---

(2)
{
  "formula": "C24H66F3O12S10",
  "method": "wB97M-V/def2-TZVPD",
  "species": ["C", "O", "O", "C", "F", "F", "F", "C", "C", "H", "H", "H", "H", "H", "H", "C", "S", "O", "C", "H", "H", "H", "H", "H", "H", "C", "S", "O", "C", "H", "H", "H", "H", "H", "H", "C", "S", "O", "C", "H", "H", "H", "H", "H", "H", "C", "S", "O", "C", "H", "H", "H", "H", "H", "H", "C", "S", "O", "C", "H", "H", "H", "H", "H", "H", "C", "S", "O", "C", "H", "H", "H", "H", "H", "H", "C", "S", "O", "C", "H", "H", "H", "H", "H", "H", "C", "S", "O", "C", "H", "H", "H", "H", "H", "H", "C", "S", "O", "C", "H", "H", "H", "H", "H", "H", "C", "S", "O", "C", "H", "H", "H", "H", "H", "H"],
  "xyz": [[1.041, 0.210, 0.093], [0.244, 0.793, 1.234], [0.468, -1.010, -0.208], [1.390, 1.188, -1.018], [0.309, 1.672, -1.716], [2.005, 2.221, -0.421], [2.265, 0.736, -1.936], [-1.165, 1.110, 0.857], [-1.649, 2.058, 1.937], [-1.148, 3.026, 1.922], [-2.718, 2.197, 1.781], [-1.469, 1.626, 2.921], [-1.871, 0.280, 0.807], [-1.382, 1.753, 0.004], [1.961, -0.119, 0.574], [1.407, 3.001, 3.175], [3.060, 3.220, 3.974], [3.339, 2.020, 4.839], [4.160, 3.002, 2.544], [0.762, 2.496, 3.895], [1.288, 2.430, 2.254], [0.993, 3.993, 2.994], [4.335, 4.021, 2.199], [3.736, 2.283, 1.843], [5.158, 2.726, 2.882], [-0.508, -4.275, 0.606], [-2.207, -4.969, 0.452], [-2.443, -5.636, 1.781], [-2.063, -6.348, -0.790], [-0.321, -3.807, -0.361], [0.290, -4.985, 0.825], [-0.544, -3.549, 1.418], [-1.046, -6.727, -0.888], [-2.312, -5.947, -1.773], [-2.759, -7.185, -0.721], [-0.621, -1.809, -3.347], [-1.265, -2.789, -4.805], [-0.336, -2.544, -6.005], [-0.672, -4.423, -4.177], [-0.794, -0.734, -3.382], [0.447, -1.929, -3.166], [-1.049, -2.259, -2.450], [-0.935, -4.546, -3.126], [0.418, -4.423, -4.169], [-0.860, -5.262, -4.846], [-1.879, 2.079, -4.558], [-3.480, 2.083, -3.605], [-4.619, 1.606, -4.497], [-3.225, 0.734, -2.414], [-1.914, 1.180, -5.172], [-1.071, 1.975, -3.834], [-1.739, 3.024, -5.084], [-2.161, 0.569, -2.245], [-3.744, -0.155, -2.771], [-3.580, 0.912, -1.399], [5.389, -1.271, -2.958], [6.163, 0.175, -2.092], [5.475, 1.397, -2.744], [5.433, -0.209, -0.400], [5.780, -2.199, -2.543], [5.456, -1.363, -4.042], [4.317, -1.329, -2.768], [5.277, 0.717, 0.153], [6.109, -0.861, 0.153], [4.482, -0.724, -0.539], [-3.682, -0.878, 4.497], [-3.288, -2.543, 3.661], [-3.899, -3.604, 4.538], [-4.362, -2.380, 2.185], [-4.632, -0.924, 5.030], [-3.739, -0.157, 3.682], [-2.938, -0.585, 5.238], [-4.484, -3.401, 1.823], [-3.814, -1.941, 1.351], [-5.223, -1.758, 2.431], [-6.322, 6.053, 0.403], [-5.057, 4.803, 0.377], [-4.607, 4.462, -1.043], [-3.650, 5.747, 1.120], [-6.627, 6.211, 1.437], [-7.160, 5.822, -0.255], [-5.889, 6.981, 0.030], [-3.783, 5.868, 2.195], [-3.413, 6.696, 0.639], [-2.680, 5.272, 0.973], [1.044, -1.258, 3.588], [2.422, -2.451, 3.666], [2.846, -2.576, 5.109], [3.721, -1.499, 2.766], [1.449, -0.251, 3.687], [0.397, -1.580, 4.404], [0.631, -1.430, 2.594], [3.605, -1.453, 1.684], [4.733, -1.833, 2.996], [3.673, -0.445, 3.041], [1.420, 5.876, -0.076], [-0.213, 6.206, -0.858], [0.247, 6.931, -2.130], [-0.529, 4.437, -1.306], [1.909, 5.025, -0.550], [1.469, 5.537, 0.959], [2.024, 6.784, -0.063], [0.422, 4.076, -1.698], [-1.328, 4.322, -2.038], [-0.880, 3.957, -0.393], [1.980, -6.109, -1.530], [3.292, -5.386, -0.403], [2.775, -5.353, 1.062], [3.338, -3.657, -1.065], [1.748, -7.138, -1.255], [2.492, -6.138, -2.492], [1.061, -5.528, -1.604], [2.429, -3.069, -0.934], [3.597, -3.795, -2.114], [4.070, -3.080, -0.501]],
  "total_charge": -1,
  "gap_ev": 7.284,
  "e_above_lowest_kj_mol": 357.1
}

---

(3)
{
  "formula": "C24H66FN6O6Pd",
  "method": "wB97M-V/def2-TZVPD",
  "species": ["Pd", "F", "C", "C", "C", "O", "C", "N", "H", "H", "H", "H", "H", "H", "H", "H", "H", "H", "H", "C", "C", "C", "O", "C", "N", "H", "H", "H", "H", "H", "H", "H", "H", "H", "H", "H", "C", "C", "C", "O", "C", "N", "H", "H", "H", "H", "H", "H", "H", "H", "H", "H", "H", "C", "C", "C", "O", "C", "N", "H", "H", "H", "H", "H", "H", "H", "H", "H", "H", "H", "C", "C", "C", "O", "C", "N", "H", "H", "H", "H", "H", "H", "H", "H", "H", "H", "H", "C", "C", "C", "O", "C", "N", "H", "H", "H", "H", "H", "H", "H", "H", "H", "H", "H"],
  "xyz": [[24.931, 22.082, -13.069], [23.663, 23.647, -13.649], [26.124, 20.399, -15.921], [26.950, 21.647, -15.677], [27.561, 22.197, -16.931], [28.077, 23.438, -16.606], [28.699, 24.121, -17.679], [26.091, 22.689, -15.006], [26.729, 19.608, -16.377], [25.315, 20.622, -16.633], [25.598, 19.918, -15.097], [27.675, 21.382, -14.899], [26.813, 22.208, -17.735], [28.325, 21.517, -17.332], [27.972, 24.325, -18.479], [29.530, 23.567, -18.117], [28.949, 25.098, -17.276], [26.741, 23.476, -14.978], [25.364, 23.054, -15.635], [21.259, 19.836, -13.116], [22.805, 19.833, -13.172], [23.358, 18.433, -13.448], [23.222, 18.272, -14.855], [23.873, 17.115, -15.357], [23.375, 20.821, -14.145], [20.960, 20.700, -12.521], [20.840, 18.959, -12.631], [20.909, 19.951, -14.145], [23.072, 20.044, -12.126], [22.769, 17.717, -12.875], [24.445, 18.389, -13.296], [24.911, 17.093, -15.010], [23.835, 17.078, -16.441], [23.327, 16.232, -15.002], [23.227, 20.194, -14.966], [22.616, 21.478, -14.388], [26.832, 27.335, -15.975], [25.443, 27.035, -15.418], [24.352, 27.777, -16.166], [23.855, 27.073, -17.278], [23.407, 27.956, -18.288], [25.272, 25.576, -15.382], [27.141, 28.354, -15.732], [26.880, 27.194, -17.058], [27.581, 26.665, -15.547], [25.494, 27.384, -14.376], [24.772, 28.771, -16.346], [23.467, 27.827, -15.509], [22.618, 28.601, -17.885], [23.069, 27.495, -19.209], [24.253, 28.607, -18.547], [24.283, 25.308, -15.346], [25.550, 25.104, -14.527], [20.883, 21.942, -17.386], [22.014, 22.675, -16.669], [22.587, 23.750, -17.567], [23.648, 23.168, -18.329], [24.550, 24.087, -18.877], [21.489, 23.230, -15.399], [19.924, 22.473, -17.350], [20.686, 20.991, -16.891], [21.081, 21.882, -18.457], [22.755, 21.916, -16.444], [22.976, 24.625, -17.042], [21.856, 24.094, -18.312], [23.972, 24.894, -19.334], [25.179, 23.574, -19.609], [25.289, 24.520, -18.186], [22.231, 23.523, -14.735], [21.020, 24.092, -15.676], [21.041, 26.782, -13.070], [22.023, 26.888, -11.902], [21.536, 26.378, -10.574], [20.361, 27.032, -10.148], [19.999, 26.801, -8.812], [23.357, 26.284, -12.130], [20.592, 25.784, -13.087], [21.542, 27.075, -13.989], [20.210, 27.450, -12.835], [22.195, 27.961, -11.730], [22.288, 26.354, -9.772], [21.246, 25.297, -10.642], [19.820, 25.712, -8.686], [19.046, 27.253, -8.557], [20.797, 27.077, -8.111], [23.233, 25.403, -12.647], [23.815, 26.810, -12.881], [24.262, 23.922, -9.060], [24.657, 23.621, -10.486], [26.144, 23.536, -10.706], [26.360, 23.442, -12.118], [27.629, 23.952, -12.461], [23.956, 22.368, -10.939], [24.826, 24.753, -8.631], [24.485, 23.097, -8.368], [23.193, 24.090, -8.925], [24.335, 24.407, -11.168], [26.626, 22.752, -10.101], [26.656, 24.431, -10.339], [28.464, 23.406, -12.024], [27.699, 25.024, -12.263], [27.773, 23.910, -13.534], [24.057, 21.605, -10.272], [22.990, 22.691, -10.879]],
  "spin_multiplicity": 3,
  "total_charge": 1,
  "gap_ev": [8.698, 6.872],
  "e_above_lowest_kj_mol": 116.7
}

---

(4)
{
  "formula": "C24H67F2N7O14S2",
  "method": "wB97M-V/def2-TZVPD",
  "species": ["N", "S", "O", "O", "F", "S", "O", "O", "F", "N", "O", "O", "O", "C", "C", "C", "O", "C", "N", "H", "H", "H", "H", "H", "H", "H", "H", "H", "H", "H", "C", "C", "C", "O", "C", "N", "H", "H", "H", "H", "H", "H", "H", "H", "H", "H", "H", "C", "C", "C", "O", "C", "N", "H", "H", "H", "H", "H", "H", "H", "H", "H", "H", "H", "C", "C", "C", "O", "C", "N", "H", "H", "H", "H", "H", "H", "H", "H", "H", "H", "H", "C", "C", "C", "O", "C", "N", "H", "H", "H", "H", "H", "H", "H", "H", "H", "H", "H", "C", "C", "O", "H", "H", "H", "H", "H", "H", "C", "C", "O", "H", "H", "H", "H", "H", "H"],
  "xyz": [[-6.325, 26.620, -10.138], [-7.655, 26.946, -9.518], [-8.824, 26.935, -10.392], [-7.669, 27.502, -8.159], [-7.812, 25.440, -8.989], [-6.181, 28.295, -10.514], [-5.620, 29.142, -9.468], [-7.213, 28.837, -11.414], [-4.883, 28.054, -11.394], [-8.078, 18.580, -7.254], [-7.228, 18.903, -8.092], [-7.843, 18.860, -6.072], [-9.161, 18.064, -7.523], [-5.469, 15.653, -16.632], [-5.517, 17.121, -16.933], [-6.403, 17.429, -18.177], [-6.461, 18.817, -18.488], [-7.295, 19.117, -19.601], [-6.042, 17.818, -15.769], [-5.065, 15.111, -17.487], [-6.450, 15.271, -16.348], [-4.759, 15.442, -15.832], [-4.528, 17.482, -17.219], [-7.376, 17.011, -17.917], [-6.042, 16.888, -19.052], [-8.284, 18.658, -19.632], [-6.703, 18.810, -20.463], [-7.313, 20.179, -19.845], [-6.763, 17.295, -15.293], [-6.491, 18.611, -16.206], [-5.898, 25.628, -17.666], [-6.121, 24.732, -16.389], [-7.584, 24.197, -16.082], [-7.566, 23.341, -14.958], [-8.857, 22.907, -14.511], [-5.164, 23.638, -16.558], [-6.370, 26.598, -17.509], [-6.262, 25.093, -18.543], [-4.846, 25.793, -17.898], [-5.829, 25.248, -15.475], [-7.944, 23.541, -16.874], [-8.170, 25.082, -15.834], [-9.615, 23.676, -14.366], [-8.725, 22.489, -13.513], [-9.204, 22.081, -15.131], [-5.452, 23.003, -17.290], [-4.336, 24.017, -16.994], [-1.292, 21.037, -3.608], [-0.874, 21.349, -5.065], [-0.156, 20.191, -5.731], [0.258, 20.599, -7.050], [1.586, 20.146, -7.380], [-2.109, 21.633, -5.719], [-1.876, 21.879, -3.235], [-0.414, 20.958, -2.966], [-1.967, 20.195, -3.461], [-0.251, 22.243, -5.093], [-0.867, 19.367, -5.777], [0.677, 19.882, -5.098], [2.077, 20.582, -8.250], [1.658, 19.063, -7.480], [2.282, 20.409, -6.583], [-2.844, 20.948, -5.612], [-2.489, 22.434, -5.234], [-5.587, 13.886, -0.357], [-7.070, 13.552, -0.370], [-7.531, 12.808, 0.881], [-7.086, 11.437, 0.884], [-7.782, 10.597, 1.852], [-7.847, 14.756, -0.504], [-5.347, 14.612, 0.419], [-5.262, 14.481, -1.210], [-5.041, 12.957, -0.194], [-7.254, 12.855, -1.188], [-8.615, 12.701, 0.861], [-7.240, 13.338, 1.788], [-7.365, 9.590, 1.871], [-8.858, 10.619, 1.677], [-7.587, 11.023, 2.836], [-8.808, 14.568, -0.753], [-7.490, 15.266, -1.299], [-13.836, 12.554, -4.402], [-14.840, 13.680, -4.296], [-16.109, 13.350, -3.454], [-17.055, 14.430, -3.663], [-18.246, 14.238, -2.957], [-14.177, 14.778, -3.668], [-13.470, 12.293, -3.409], [-12.937, 12.760, -4.982], [-14.318, 11.736, -4.938], [-15.185, 13.970, -5.289], [-15.918, 13.122, -2.406], [-16.557, 12.433, -3.837], [-18.801, 13.307, -3.068], [-18.890, 15.018, -3.365], [-18.128, 14.516, -1.910], [-13.438, 14.842, -4.353], [-14.780, 15.567, -3.854], [-9.503, 12.634, -11.212], [-10.344, 13.380, -12.176], [-9.863, 14.754, -12.075], [-9.940, 11.643, -11.088], [-9.471, 13.097, -10.226], [-8.468, 12.554, -11.544], [-11.373, 13.412, -11.819], [-10.229, 12.992, -13.188], [-9.988, 15.019, -11.161], [-12.446, 23.300, -4.170], [-11.710, 22.880, -2.927], [-10.334, 22.999, -3.197], [-11.861, 24.020, -4.743], [-13.406, 23.781, -3.985], [-12.653, 22.447, -4.817], [-11.891, 21.844, -2.641], [-12.007, 23.583, -2.148], [-10.067, 22.130, -3.506]],
  "total_charge": -2,
  "gap_ev": 5.525,
  "e_above_lowest_kj_mol": 508.6
}